[1]
Formula: CH4NOPS
Source: the Open Molecules 2025 dataset
Level of theory: the ωB97M-V functional and the def2-TZVPD basis

Kohn-Sham gap (alpha / beta): 7.44 / 7.44 eV
multiplicity: 1
SMILES: C1OP1.N=S

Last column: natural (NBO) charge in e.
Positions of all 9 atoms, in Å:
C (0.530, 1.427, -0.380)  -0.342
O (-0.171, 1.083, 0.797)  -0.731
P (-1.193, 0.929, -0.500)  0.777
H (0.783, 2.481, -0.474)  0.196
H (1.320, 0.734, -0.653)  0.196
H (-0.915, -0.431, -0.796)  -0.095
N (-1.519, -3.202, 1.117)  -0.747
S (-3.051, -3.020, 1.176)  0.399
H (-0.977, -2.677, 1.803)  0.348

***

[2]
Formula: CH4NOS2
Source: the Open Molecules 2025 dataset
Level of theory: the ωB97M-V functional and the def2-TZVPD basis

Kohn-Sham gap: 8.06 eV
multiplicity: 1
charge: +1

Last column: natural (NBO) charge in e.
Positions of all 9 atoms, in Å:
C (3.753, 0.350, -0.128)  0.163
N (-0.018, -0.455, -0.545)  -0.894
O (2.586, 0.644, -0.203)  -0.627
S (4.641, -1.131, -0.130)  0.190
S (5.189, 0.938, 0.468)  0.319
H (0.030, -0.314, -1.524)  0.445
H (-0.886, -0.133, -0.128)  0.459
H (0.153, -1.466, -0.310)  0.453
H (0.919, 0.015, -0.277)  0.493

***

[3]
Formula: CH4NOS2
Source: the Open Molecules 2025 dataset
Level of theory: the ωB97M-V functional and the def2-TZVPD basis

Kohn-Sham gap (alpha / beta): 5.16 / 7.34 eV
multiplicity: 1
charge: +1

Last column: natural (NBO) charge in e.
Positions of all 9 atoms, in Å:
C (-0.850, -0.205, -0.105)  0.468
N (-1.624, 0.534, 0.686)  -0.731
O (-1.239, -0.637, -1.301)  -0.607
S (0.781, -0.598, 0.482)  0.312
S (4.123, 0.214, -0.726)  0.013
H (3.575, 0.779, 0.289)  0.070
H (-1.275, 0.622, 1.665)  0.442
H (-2.710, 0.709, 0.708)  0.479
H (-0.781, -1.418, -1.699)  0.554

***

[4]
Formula: CH4NS
Source: the Open Molecules 2025 dataset
Level of theory: the ωB97M-V functional and the def2-TZVPD basis

Kohn-Sham gap (alpha / beta): 2.72 / 6.96 eV
multiplicity: 2
⟨S²⟩: 0.751
charge: -2

Last column: natural (NBO) charge in e.
Positions of all 7 atoms, in Å:
S (2.853, -0.650, -0.379)  -1.104
H (2.485, -0.609, 0.921)  0.087
C (-1.060, 0.087, 0.242)  -0.677
N (-1.424, 0.914, -0.634)  -0.768
H (-1.309, 0.238, 1.310)  0.014
H (-0.382, -0.770, 0.141)  0.137
H (-1.162, 0.789, -1.602)  0.311

***

[5]
Formula: CH4O2PS
Source: the Open Molecules 2025 dataset
Level of theory: the ωB97M-V functional and the def2-TZVPD basis

Kohn-Sham gap (alpha / beta): 6.49 / 6.49 eV
multiplicity: 1
charge: -1

Last column: natural (NBO) charge in e.
Positions of all 9 atoms, in Å:
C (1.278, 0.006, -0.055)  -1.024
O (-0.427, -1.871, 0.918)  -1.039
O (-2.068, 0.304, -1.839)  -1.204
P (-0.279, -0.407, 0.761)  1.729
S (-0.735, 0.848, 2.211)  -0.619
H (1.311, 1.122, -0.231)  0.260
H (2.071, -0.348, 0.543)  0.237
H (1.382, -0.666, -0.982)  0.260
H (-2.535, 1.011, -1.326)  0.400

***

[6]
Formula: CH4O2S
Source: the Open Molecules 2025 dataset
Level of theory: the ωB97M-V functional and the def2-TZVPD basis

Kohn-Sham gap: 10.63 eV
multiplicity: 1
SMILES: O=CO.S

Last column: natural (NBO) charge in e.
Positions of all 8 atoms, in Å:
O (-2.407, 0.915, 1.527)  -0.569
C (-1.965, 0.658, 0.463)  0.653
O (-2.157, -0.459, -0.233)  -0.683
H (-1.316, 1.294, -0.138)  0.107
H (-2.862, -1.004, 0.153)  0.492
S (2.867, -0.512, -0.791)  -0.282
H (3.442, 0.252, 0.149)  0.142
H (3.429, 0.314, -1.679)  0.141

***

[7]
Formula: CH4O2S2
Source: the Open Molecules 2025 dataset
Level of theory: the ωB97M-V functional and the def2-TZVPD basis

Kohn-Sham gap (alpha / beta): 9.49 / 5.85 eV
multiplicity: 1

Last column: natural (NBO) charge in e.
Positions of all 9 atoms, in Å:
C (-1.739, -1.258, 0.702)  -0.280
O (0.395, -1.974, -0.929)  -0.844
O (-0.423, -1.070, 1.263)  -0.702
S (4.017, 0.393, -0.088)  -0.105
S (0.861, -1.352, 0.288)  1.245
H (-1.794, -2.040, -0.081)  0.213
H (-1.962, -0.252, 0.121)  0.177
H (-2.544, -1.341, 1.376)  0.207
H (3.090, 1.118, -0.673)  0.088

***

[8]
Formula: CH4O2S2
Source: the Open Molecules 2025 dataset
Level of theory: the ωB97M-V functional and the def2-TZVPD basis

Kohn-Sham gap: 10.13 eV
multiplicity: 1
SMILES: CS[SH](=O)=O

Last column: natural (NBO) charge in e.
Positions of all 9 atoms, in Å:
C (0.753, 0.848, -0.753)  -0.788
S (0.634, -0.894, -0.829)  0.134
S (-0.711, -0.827, 0.675)  1.769
O (-1.864, -0.053, 0.336)  -0.904
O (-0.870, -2.272, 1.018)  -0.952
H (-0.113, 1.210, -1.163)  0.237
H (1.427, 1.207, -1.473)  0.245
H (0.908, 1.198, 0.295)  0.225
H (-0.166, -0.417, 1.893)  0.035

***

Please write out number 8 again, unchanged.
Formula: CH4O2S2
Source: the Open Molecules 2025 dataset
Level of theory: the ωB97M-V functional and the def2-TZVPD basis

Kohn-Sham gap: 10.13 eV
multiplicity: 1
SMILES: CS[SH](=O)=O

Last column: natural (NBO) charge in e.
Positions of all 9 atoms, in Å:
C (0.753, 0.848, -0.753)  -0.788
S (0.634, -0.894, -0.829)  0.134
S (-0.711, -0.827, 0.675)  1.769
O (-1.864, -0.053, 0.336)  -0.904
O (-0.870, -2.272, 1.018)  -0.952
H (-0.113, 1.210, -1.163)  0.237
H (1.427, 1.207, -1.473)  0.245
H (0.908, 1.198, 0.295)  0.225
H (-0.166, -0.417, 1.893)  0.035